{
  "formula": "C4H13O6PSi",
  "method": "ωB97M-V with the def2-TZVPD basis set",
  "e_lumo_ev": 0.385,
  "largest_force_ev_per_a": 3.67,
  "symbols": ["O", "O", "O", "O", "O", "O", "C", "C", "C", "C", "Si", "P", "H", "H", "H", "H", "H", "H", "H", "H", "H", "H", "H", "H", "H"],
  "coordinates": [[-2.21492, 2.40663, 1.40796], [3.06165, 0.05668, -2.50393], [1.30667, -1.71648, -3.52601], [3.05609, -2.35972, -1.44785], [-3.30239, 0.11432, 1.63123], [-0.60908, 0.49722, 1.18831], [-0.86056, 0.68558, -0.17255], [0.34408, 0.43119, -1.16196], [1.05282, -0.84180, -0.81719], [-1.59197, 0.99583, 3.89263], [2.13163, -1.24111, -2.19482], [-1.96256, 1.04132, 1.98658], [3.91603, 0.38317, -2.14056], [2.00642, -1.90547, -4.22501], [2.89679, -3.27378, -1.69248], [-4.05096, 0.72486, 1.78876], [-1.73881, -0.01158, -0.36106], [-1.29755, 1.68108, -0.27501], [0.99941, 1.25402, -1.03376], [-0.05043, 0.47194, -2.17165], [1.31153, -0.89747, 0.23355], [0.32125, -1.63483, -0.93988], [-1.09410, 1.93471, 4.17939], [-1.02761, 0.14926, 4.16058], [-2.60341, 1.05445, 4.19476]]
}

=====

{
  "formula": "C20H16AuBrN2O4",
  "method": "ωB97M-V with the def2-TZVPD basis set",
  "e_lumo_ev": [-0.376, -3.032],
  "largest_force_ev_per_a": 0.19,
  "s2": 2.0466,
  "spin_multiplicity": 3,
  "symbols": ["Au", "C", "C", "C", "C", "C", "Br", "N", "C", "H", "H", "H", "H", "H", "H", "O", "C", "O", "C", "C", "C", "N", "C", "C", "C", "O", "O", "H", "H", "H", "C", "C", "C", "C", "C", "C", "C", "H", "H", "H", "H", "H", "H", "H"],
  "coordinates": [[-0.32577, 0.02895, -0.48121], [-0.34873, -5.07524, 1.28298], [0.43762, -4.05670, 0.51107], [1.68712, -4.32602, -0.03171], [2.36556, -3.34809, -0.73562], [1.77430, -2.10688, -0.87420], [2.67034, -0.75259, -1.81998], [0.57604, -1.82192, -0.36390], [-0.07647, -2.78671, 0.30789], [0.22327, -5.99253, 1.41288], [-1.27804, -5.31348, 0.76561], [-0.61641, -4.69518, 2.26927], [2.13403, -5.30433, 0.09535], [3.33645, -3.53033, -1.17035], [-1.05013, -2.51420, 0.69299], [1.41536, 7.22830, 0.58926], [2.43068, 6.57024, 0.59514], [3.62721, 6.59136, 0.66750], [1.87364, 4.91335, 0.41264], [2.81396, 3.94365, 0.67565], [2.37613, 2.63530, 0.51902], [1.14399, 2.31605, 0.13994], [0.27298, 3.28344, -0.10426], [0.59213, 4.63885, 0.02497], [-1.15688, 2.93494, -0.53804], [-1.92052, 3.86355, -0.71650], [-1.48019, 1.69258, -0.65414], [3.82226, 4.18270, 0.97366], [3.05776, 1.81180, 0.70306], [-0.15847, 5.38577, -0.17726], [-3.15380, -1.02815, -1.24986], [-3.43143, -2.29174, -0.70983], [-3.28416, -3.47403, -1.47851], [-3.56614, -4.71225, -0.94068], [-3.98739, -4.82970, 0.38395], [-4.12262, -3.68300, 1.16579], [-3.85508, -2.43800, 0.63558], [-3.28572, -0.11994, -0.67886], [-2.81552, -0.92479, -2.27166], [-2.96254, -3.38746, -2.50970], [-3.46475, -5.59933, -1.55415], [-4.21272, -5.80281, 0.80012], [-4.45200, -3.76819, 2.19374], [-3.97255, -1.54805, 1.24217]]
}

=====

{
  "formula": "C3H4O",
  "method": "ωB97M-V with the def2-TZVPD basis set",
  "e_lumo_ev": 0.883,
  "largest_force_ev_per_a": 1.64,
  "smiles": "C#CCO",
  "symbols": ["C", "C", "C", "O", "H", "H", "H", "H"],
  "coordinates": [[-1.06226, 0.51791, -1.40421], [-0.23326, 0.08556, -0.68360], [0.69500, 0.07634, 0.41050], [0.10594, -0.11924, 1.66561], [-1.79809, 0.89177, -2.04065], [1.23329, 1.02229, 0.46014], [1.38616, -0.69742, 0.13343], [-0.48293, -0.87473, 1.58838]]
}

=====

{
  "formula": "C5H11N3O",
  "method": "ωB97M-V with the def2-TZVPD basis set",
  "e_lumo_ev": -0.657,
  "largest_force_ev_per_a": 3.54,
  "smiles": "C=C[C@@H](N)O.[H]/N=N/C=C",
  "symbols": ["C", "C", "C", "N", "O", "H", "H", "H", "H", "H", "H", "H", "H", "N", "N", "C", "C", "H", "H", "H"],
  "coordinates": [[1.49522, 0.42559, 1.40780], [0.98020, -0.46882, 0.58529], [1.22587, -0.50647, -1.09206], [1.95225, -1.67660, -1.45477], [0.03461, -0.45282, -1.74337], [1.51375, 0.29655, 2.48129], [1.87329, 1.37236, 1.03862], [0.52222, -1.38716, 0.93836], [1.86155, 0.37549, -1.27272], [2.78109, -1.80256, -0.88392], [1.35854, -2.49845, -1.41551], [-0.56614, 0.29592, -1.21735], [-0.24109, 2.72915, -0.79495], [-0.87724, 2.45173, -0.03631], [-1.19776, 1.24709, -0.20342], [-2.10808, 0.72705, 0.71487], [-2.60162, -0.49495, 0.52459], [-2.42576, 1.38890, 1.51652], [-2.25824, -1.10686, -0.29944], [-3.32267, -0.91517, 1.20648]]
}

=====

{
  "formula": "C4H9N3S",
  "method": "ωB97M-V with the def2-TZVPD basis set",
  "e_lumo_ev": 0.809,
  "largest_force_ev_per_a": 4.16,
  "smiles": "N/N=C(/CS)N1CC1",
  "symbols": ["N", "N", "C", "C", "S", "N", "C", "C", "H", "H", "H", "H", "H", "H", "H", "H", "H"],
  "coordinates": [[1.56147, -1.51114, -0.41601], [0.27690, -1.70497, 0.04131], [-0.46034, -0.69057, 0.17966], [-1.89490, -0.76156, 0.69419], [-3.04003, 0.00588, -0.38430], [-0.07482, 0.65747, 0.26398], [0.77798, 1.25208, -0.73926], [1.24659, 1.11456, 0.69246], [1.48079, -0.87302, -1.28420], [1.81435, -2.42239, -0.64154], [-2.44684, -1.81273, 0.77943], [-1.90313, -0.11697, 1.66165], [-2.20154, 1.27205, -0.52735], [1.26389, 0.67567, -1.53209], [0.49484, 2.41314, -1.00007], [1.04106, 2.02980, 1.35456], [2.06373, 0.47267, 0.85757]]
}

=====

{
  "formula": "C2H5BrS2",
  "method": "ωB97M-V with the def2-TZVPD basis set",
  "e_lumo_ev": -0.155,
  "largest_force_ev_per_a": 3.33,
  "symbols": ["C", "C", "S", "S", "Br", "H", "H", "H", "H", "H"],
  "coordinates": [[-1.43215, 0.93246, 0.88868], [1.75007, -0.27725, -1.06223], [-0.43825, -0.51051, 0.45765], [1.72656, -1.70109, -1.98949], [1.46539, 1.22745, -2.20771], [-0.82148, 1.65911, 1.31056], [-1.75789, 1.34852, -0.00733], [-2.08524, 0.62356, 1.75717], [0.05957, -0.83379, 1.81580], [1.53343, -2.46845, -0.96310]]
}

=====

Question: What is the formula in the third record?
Answer: C3H4O